1.
ORCA calculation (ωB97M-V/def2-TZVPD) on 2 unconnected molecules or ions with the total composition C15H14F2N2OS.

Structure (XYZ):
```
35
C15H14F2N2OS ωB97M-V/def2-TZVPD
F 0.86088 3.54231 -1.36531
C 2.10863 3.04940 -1.68291
F 2.94513 3.54015 -0.63513
O 2.30190 1.79290 -1.89453
C 1.87793 0.88634 -1.05464
C 1.95009 -0.28724 -1.23183
C 1.49859 -1.12664 -0.27727
C 1.24684 -1.00446 0.92009
C 1.28173 0.38313 1.26921
C 1.53306 1.34201 0.39638
H 1.75477 2.42544 0.82012
H 1.11262 0.71351 2.29092
N 0.54843 -1.96359 1.70329
C -0.65761 -2.02585 2.19764
N -1.38500 -0.94971 2.02262
H -0.92837 0.10109 1.95520
C -2.90179 -0.79636 1.43626
C -2.54735 -0.45939 0.03105
C -2.13816 0.60690 -0.31069
C -1.77859 1.08681 -1.58385
C -1.62035 -0.06965 -2.66403
C -1.91067 -1.16508 -2.07509
C -2.31885 -1.56865 -0.78068
H -2.60615 -2.44778 -0.45457
H -1.68036 -2.33756 -2.94344
H -1.37448 0.07486 -3.55060
H -1.68902 2.03011 -2.09021
H -2.15077 1.48298 0.42237
H -3.25439 -1.65933 1.65900
H -3.40079 -0.01630 2.00128
S -1.24740 -3.56384 2.44457
H 1.14975 -2.86825 1.72724
H 1.62642 -2.38695 -0.48259
H 2.25558 -0.63372 -2.27920
H 2.44922 3.69470 -2.73424
```

charge	0
DFT total energy	-37068.9005	eV
spin multiplicity	1

Here are the Löwdin charges for atoms 1 to 2, given in e: 0.061, -0.427

2.
ORCA calculation (ωB97M-V/def2-TZVPD) on a molecular structure, C15H14N2NdO2S2.

Structure (XYZ):
```
36
C15H14N2NdO2S2 ωB97M-V/def2-TZVPD
C -3.17143 -0.77609 -2.23078
C -2.04115 -1.58670 -2.65186
C -0.89428 -0.70920 -2.81482
C -1.31255 0.64358 -2.47753
C -2.72307 0.60132 -2.11613
Nd -1.41510 -0.62385 -0.48238
C -2.06285 -2.65750 0.28803
C -3.17081 -1.80359 0.86785
C -4.45257 -2.25831 1.12344
N -2.85793 -0.43347 1.07237
H 0.09693 -1.01286 -3.06544
H -2.04852 -2.64383 -2.79570
H -0.68168 1.50411 -2.44206
H -3.31243 1.42777 -1.78477
H -4.13935 -1.14409 -1.96843
H -2.34080 -3.50561 -0.24420
H -3.46966 0.18192 1.39469
H -1.22865 -2.75635 1.00193
H -4.66224 -3.31774 1.01931
H -5.21487 -1.58862 1.48704
O 1.20205 1.87599 3.76035
S 1.37791 2.25715 2.37120
O 0.43496 3.23836 1.85620
N 0.71540 0.81320 1.59444
C 1.53424 0.17464 0.79988
S 1.09348 -1.32404 0.02100
C 2.87100 0.78419 0.70310
C 3.96456 0.34709 -0.03800
C 5.15838 1.05710 0.02037
C 5.26319 2.20421 0.82144
C 4.16871 2.64811 1.56784
C 2.98195 1.92816 1.49625
H 3.87695 -0.55087 -0.65681
H 6.02109 0.71923 -0.55823
H 6.20517 2.75381 0.86451
H 4.23396 3.53277 2.19586
```

charge	-1
<S²>	3.75
DFT total energy	-59801.6473	eV
spin multiplicity	4

Here are the Löwdin charges for atoms 1 to 2, given in e: -0.191, -0.215

3.
ORCA calculation (ωB97M-V/def2-TZVPD) on a single C15H14N2O3S molecule.

Structure (XYZ):
```
35
C15H14N2O3S ωB97M-V/def2-TZVPD
C 3.38255 2.64923 0.60826
H 4.42891 2.85887 0.82135
O 3.35768 1.95975 -0.61892
C 2.05309 1.75912 -1.11720
C 1.24700 0.82279 -0.27172
C 0.06231 1.07007 0.37086
C -0.72025 2.31026 0.41167
O -0.22549 3.41799 0.39675
N -2.08858 2.16565 0.51528
C -2.83771 1.07262 0.17426
N -2.45256 0.09044 -0.55372
C -3.42390 -0.85058 -0.71067
C -4.59962 -0.55610 -0.09706
S -4.50505 0.95306 0.73737
H -5.50809 -1.12212 -0.08329
C -3.12545 -2.06761 -1.51325
H -2.85361 -1.78242 -2.52786
H -3.98770 -2.72737 -1.54115
H -2.27771 -2.59348 -1.07715
H -2.59161 3.02104 0.72073
O -0.37612 -0.01850 1.06616
C 0.53106 -0.99539 0.86392
C 0.51278 -2.28618 1.37173
C 1.56346 -3.11064 1.02390
C 2.60547 -2.66671 0.20428
C 2.62781 -1.38556 -0.29890
C 1.57306 -0.53600 0.03284
H 3.43330 -1.03280 -0.92308
H 3.40758 -3.34901 -0.03415
H 1.58381 -4.12423 1.39527
H -0.29169 -2.62145 2.00658
H 2.19135 1.32704 -2.11350
H 1.52387 2.71780 -1.20178
H 2.82009 3.58699 0.54393
H 2.95994 2.04343 1.41826
```

charge	0
structure (SMILES)	COCc1c(C(=O)Nc2nc(C)cs2)oc2ccccc12
spin multiplicity	1
energy above the lowest of the compared OMol25 structures with the same formula, charge and spin	18.3	kcal per mole

Here are the Löwdin charges for atoms 1 to 2, given in e: -0.097, 0.089

4.
ORCA calculation (ωB97M-V/def2-TZVPD) on a single C15H14N2O6 molecule.

Structure (XYZ):
```
37
C15H14N2O6 ωB97M-V/def2-TZVPD
C -6.44631 -3.32991 2.85030
H -7.33411 -3.95697 2.91320
O -6.13625 -3.24751 1.47923
C -5.04917 -2.52656 1.09945
C -4.20618 -1.83630 1.96310
C -3.12234 -1.12878 1.46908
C -2.86923 -1.11540 0.10927
C -3.70823 -1.79843 -0.76447
C -4.78924 -2.49423 -0.27324
H -5.45140 -3.03006 -0.93396
H -3.50206 -1.77214 -1.82269
O -1.82516 -0.39014 -0.46536
C -0.61266 -0.34834 0.12504
O -0.29377 -0.92277 1.12941
N 0.18841 0.45987 -0.63884
C 1.51799 0.78836 -0.44553
C 2.27804 0.32364 0.62204
C 3.60163 0.69624 0.75184
C 4.16633 1.53923 -0.19371
C 3.42502 2.01827 -1.27441
C 2.10331 1.64900 -1.40823
O 1.27869 2.04982 -2.41693
C 1.80443 2.90628 -3.40764
H 0.98424 3.09134 -4.09892
H 2.63255 2.43414 -3.94323
H 2.13890 3.85426 -2.97752
H 3.91666 2.67009 -1.97845
N 5.53784 1.93555 -0.07255
O 6.16987 1.51267 0.87364
O 5.99127 2.67429 -0.92550
H 4.20291 0.34347 1.57443
H 1.81867 -0.33106 1.34297
H -0.23745 0.86741 -1.46230
H -2.47568 -0.59964 2.14976
H -4.37854 -1.83524 3.02720
H -5.63437 -3.79448 3.41836
H -6.66940 -2.34462 3.27172
```

charge	0
structure (SMILES)	COc1ccc(OC(=O)Nc2ccc([N+](=O)[O-])cc2OC)cc1
spin multiplicity	1
energy above the lowest of the compared OMol25 structures with the same formula, charge and spin	61.7	kcal per mole

Here are the Löwdin charges for atoms 1 to 2, given in e: -0.088, 0.093

5.
ORCA calculation (ωB97M-V/def2-TZVPD) on a molecular structure, C15H14N3OReS6.

Structure (XYZ):
```
40
C15H14N3OReS6 ωB97M-V/def2-TZVPD
Re 0.33018 0.66949 -1.78579
C 4.07422 -1.00741 -0.30022
C 2.64055 -0.65353 -0.07871
O 1.87338 -0.58071 -1.06061
N 2.21590 -0.41110 1.15721
C 0.82107 -0.13972 1.47946
C 0.46430 1.31989 1.37399
C 0.29540 2.07600 2.51984
C 0.02690 3.43279 2.41565
C -0.05036 3.99405 1.15518
C 0.10897 3.17530 0.05360
N 0.34910 1.85935 0.14508
H 4.14864 -1.60424 -1.20535
H 4.50911 -1.53645 0.54503
H 4.62830 -0.08049 -0.46489
H 2.89445 -0.42565 1.90228
H 0.63721 -0.49319 2.49168
H 0.19429 -0.73319 0.81526
H 0.37677 1.59985 3.48702
H -0.11046 4.03525 3.30284
H -0.24049 5.04722 1.01094
H 0.03938 3.58150 -0.94504
S 1.86545 2.18725 -2.63352
S 2.87618 1.32982 -4.22198
S 2.38396 -0.67097 -4.09172
S 0.34469 -0.58081 -3.74231
S -1.65850 1.89420 -2.40419
C -2.34853 0.58587 -1.51682
N -1.46554 -0.33146 -1.15983
C -2.04964 -1.40787 -0.51114
C -1.41624 -2.57807 -0.10155
C -2.17845 -3.54737 0.52256
C -3.54798 -3.36651 0.72768
C -4.18976 -2.22052 0.29664
C -3.42786 -1.24284 -0.32886
S -3.96224 0.26671 -1.02966
H -0.36455 -2.73240 -0.30935
H -1.71124 -4.46864 0.84206
H -4.12136 -4.14345 1.21379
H -5.25520 -2.09794 0.43374
```

charge	+1
<S²>	3.78
spin multiplicity	4
energy above the lowest of the compared OMol25 structures with the same formula, charge and spin	8.5	kcal per mole

Here are the Löwdin charges for atoms 1 to 2, given in e: 0.800, 0.047

6.
ORCA calculation (ωB97M-V/def2-TZVPD) on a single C15H14N4O5S2 molecule.

Structure (XYZ):
```
40
C15H14N4O5S2 ωB97M-V/def2-TZVPD
C 4.15158 2.33797 -0.46739
H 4.18965 1.43191 0.14019
O 2.94492 3.04324 -0.25460
C 1.73361 2.47801 -0.48393
C 0.66483 3.18441 0.06531
C -0.64391 2.77872 -0.08850
C -0.91918 1.63332 -0.82131
C 0.12798 0.91644 -1.38855
C 1.44901 1.31276 -1.22682
O 2.49402 0.60612 -1.75702
C 2.22077 -0.49780 -2.58944
H 1.72614 -1.31027 -2.04891
H 3.19382 -0.84207 -2.93652
H 1.60891 -0.21056 -3.44909
H -0.10460 0.03666 -1.96286
N -2.25194 1.19238 -0.88620
C -2.71396 0.03014 -1.40471
O -2.13911 -0.65990 -2.21685
C -4.05091 -0.40743 -0.81082
H -4.85176 0.30094 -1.01790
H -4.31506 -1.39136 -1.19638
S -3.90638 -0.47420 1.02430
C -2.21670 -0.91260 1.11020
N -1.33634 -0.13247 1.65558
C -0.09564 -0.61809 1.48239
C -0.00806 -1.82192 0.80045
C 1.26716 -2.40897 0.46392
O 1.47282 -3.43001 -0.14529
N 2.32057 -1.61747 0.92519
C 2.28695 -0.41479 1.59883
O 3.28495 0.18408 1.90643
N 1.02051 0.04107 1.89575
H 0.92778 0.94199 2.34442
H 3.25047 -1.95875 0.70485
S -1.58548 -2.36842 0.37254
H -2.87002 1.69027 -0.25760
H -1.44374 3.34241 0.36648
H 0.90163 4.07532 0.62441
H 4.29956 2.08904 -1.51885
H 4.93349 3.02254 -0.14030
```

charge	0
structure (SMILES)	COc1ccc(NC(=O)CSc2nc3[nH]c(=O)[nH]c(=O)c3s2)cc1OC
spin multiplicity	1
energy above the lowest of the compared OMol25 structures with the same formula, charge and spin	0.0	kcal per mole

Here are the Löwdin charges for atoms 1 to 2, given in e: -0.065, 0.073

Copy entry 3 word for word.
ORCA calculation (ωB97M-V/def2-TZVPD) on a single C15H14N2O3S molecule.

Structure (XYZ):
```
35
C15H14N2O3S ωB97M-V/def2-TZVPD
C 3.38255 2.64923 0.60826
H 4.42891 2.85887 0.82135
O 3.35768 1.95975 -0.61892
C 2.05309 1.75912 -1.11720
C 1.24700 0.82279 -0.27172
C 0.06231 1.07007 0.37086
C -0.72025 2.31026 0.41167
O -0.22549 3.41799 0.39675
N -2.08858 2.16565 0.51528
C -2.83771 1.07262 0.17426
N -2.45256 0.09044 -0.55372
C -3.42390 -0.85058 -0.71067
C -4.59962 -0.55610 -0.09706
S -4.50505 0.95306 0.73737
H -5.50809 -1.12212 -0.08329
C -3.12545 -2.06761 -1.51325
H -2.85361 -1.78242 -2.52786
H -3.98770 -2.72737 -1.54115
H -2.27771 -2.59348 -1.07715
H -2.59161 3.02104 0.72073
O -0.37612 -0.01850 1.06616
C 0.53106 -0.99539 0.86392
C 0.51278 -2.28618 1.37173
C 1.56346 -3.11064 1.02390
C 2.60547 -2.66671 0.20428
C 2.62781 -1.38556 -0.29890
C 1.57306 -0.53600 0.03284
H 3.43330 -1.03280 -0.92308
H 3.40758 -3.34901 -0.03415
H 1.58381 -4.12423 1.39527
H -0.29169 -2.62145 2.00658
H 2.19135 1.32704 -2.11350
H 1.52387 2.71780 -1.20178
H 2.82009 3.58699 0.54393
H 2.95994 2.04343 1.41826
```

charge	0
structure (SMILES)	COCc1c(C(=O)Nc2nc(C)cs2)oc2ccccc12
spin multiplicity	1
energy above the lowest of the compared OMol25 structures with the same formula, charge and spin	18.3	kcal per mole

Here are the Löwdin charges for atoms 1 to 2, given in e: -0.097, 0.089

- Among the records above, which one has the lowest charge?
  C15H14N2NdO2S2